[1]
94
Properties=species:S:1:pos:R:3:forces:R:3 method="wB97M-V/def2-TZVPD" charge=+1 gap_ha=0.181
Ta -0.233 -0.914 1.498 2.48 -1.43 0.57
Br -0.717 1.710 3.665 -0.42 -0.68 0.07
C -1.952 0.247 3.604 -0.57 -0.19 0.82
C -3.270 0.500 4.030 -1.38 -2.88 -0.56
C -4.244 -0.555 3.915 2.91 -0.25 -0.33
C -3.795 -1.850 3.405 -0.10 1.05 -1.22
C -2.522 -1.993 2.881 0.63 2.97 2.92
N -1.540 -0.945 3.171 -2.39 -0.63 -1.58
C -1.990 -3.130 2.090 1.63 -1.20 -1.09
O -2.632 -4.099 1.752 0.72 1.16 1.16
O -0.691 -2.871 1.680 -2.13 0.30 0.92
H -3.556 1.435 4.439 -0.09 0.75 0.10
H -5.275 -0.386 4.200 0.11 -0.09 0.04
H -4.441 -2.692 3.139 -0.23 0.45 0.54
Te -2.579 0.488 -2.886 0.93 0.23 0.53
C -1.761 1.877 -4.283 -0.75 -0.41 0.74
C -0.670 1.569 -5.085 0.86 1.92 -1.09
C -0.254 2.636 -5.965 0.25 -1.54 -0.54
N -0.906 3.782 -6.090 0.18 0.39 0.18
C -1.953 4.020 -5.324 -1.29 -0.84 2.21
C -2.477 3.081 -4.370 1.51 0.52 -1.19
C -0.997 0.090 -1.425 -0.82 -0.64 0.23
P -0.731 -1.631 -1.057 1.59 2.07 1.18
C -2.010 -2.555 -1.828 -0.56 -1.56 1.45
C -2.986 -3.176 -1.013 -0.89 0.28 -1.65
C -4.071 -3.836 -1.646 1.08 0.42 0.39
C -4.055 -3.949 -3.028 0.53 0.02 -1.34
C -2.960 -3.485 -3.813 -0.42 -0.13 1.56
C -1.956 -2.757 -3.201 0.12 0.34 -0.96
C 0.859 -2.362 -1.553 0.01 -0.07 -1.34
C 1.893 -1.511 -1.996 -0.83 -0.68 1.18
C 3.029 -2.086 -2.496 0.67 -0.39 -1.21
C 3.169 -3.449 -2.784 -1.50 1.06 0.60
C 2.177 -4.271 -2.250 0.63 -0.66 -0.01
C 1.031 -3.755 -1.631 0.60 0.51 -0.05
P -0.578 1.094 -0.007 -0.51 1.32 -3.24
C -1.988 2.287 0.211 -0.55 -0.06 0.31
C -1.979 3.688 0.088 0.18 -0.05 0.42
C -3.192 4.426 0.111 1.09 1.86 -0.72
C -4.402 3.805 0.184 0.20 -1.30 0.01
C -4.393 2.384 0.261 0.03 1.19 1.12
C -3.241 1.633 0.370 0.56 1.32 -0.13
C 0.790 2.179 -0.586 0.19 0.47 0.93
C 1.293 3.061 0.381 0.75 0.11 -0.33
C 2.313 3.964 0.030 -1.19 0.23 0.01
C 2.658 4.137 -1.303 0.53 -0.70 -1.00
C 2.180 3.238 -2.292 -0.58 0.38 1.61
C 1.279 2.233 -1.908 0.07 0.36 0.32
H -0.100 0.629 -5.036 -0.46 0.53 0.04
H 0.605 2.560 -6.703 -0.97 -0.34 1.23
H -2.392 5.016 -5.278 0.10 -0.06 -0.67
H -3.320 3.302 -3.689 0.65 -0.05 -0.63
H -3.030 -3.109 0.070 0.28 0.17 -0.69
H -4.822 -4.268 -0.987 -0.11 0.07 -0.51
H -4.857 -4.373 -3.638 0.03 -0.22 0.71
H -2.874 -3.729 -4.853 -0.32 0.13 -0.43
H -1.195 -2.232 -3.829 -0.50 -0.80 0.74
H 1.790 -0.438 -1.859 0.12 -0.12 -0.17
H 3.831 -1.479 -2.829 0.59 0.85 -0.26
H 3.919 -3.743 -3.509 0.24 -0.43 0.64
H 2.396 -5.340 -2.284 -0.67 0.11 -0.10
H 0.288 -4.425 -1.216 -0.05 -0.02 -0.12
H -1.023 4.236 0.098 -0.56 -0.37 -0.38
H -3.229 5.569 -0.022 0.58 -1.90 0.44
H -5.289 4.439 0.256 0.03 -0.67 -0.22
H -5.310 1.924 0.479 -1.21 -0.76 -0.09
H -3.291 0.581 0.635 -0.06 -0.08 -0.43
H 0.908 3.076 1.416 0.24 -0.17 -0.61
H 2.657 4.640 0.794 0.31 0.11 0.02
H 3.368 4.911 -1.639 -0.45 -0.37 0.48
H 2.446 3.407 -3.322 0.10 -0.27 -0.15
H 0.937 1.512 -2.637 -0.23 -0.02 -0.05
C 3.040 -2.729 2.527 0.29 0.42 0.87
C 2.574 -1.366 3.214 2.12 -1.06 -1.07
C 2.130 -1.735 4.595 -1.68 -0.60 0.58
C 1.496 -0.650 2.407 -0.59 -0.54 -0.67
C 3.864 -0.487 3.331 -1.11 0.60 1.57
C 4.338 -0.045 4.611 -0.77 -0.76 -1.94
C 5.342 0.897 4.611 1.10 0.48 1.35
C 5.965 1.318 3.458 -1.29 -0.04 -1.71
C 5.398 0.973 2.207 1.63 1.25 -0.28
C 4.365 0.079 2.171 0.41 -0.16 1.48
H 2.294 -3.503 2.573 -0.68 -0.20 0.20
H 3.933 -3.142 3.052 -0.53 0.50 -0.26
H 3.283 -2.636 1.488 0.26 0.41 -0.65
H 1.130 -2.267 4.522 1.14 0.46 0.29
H 2.002 -0.819 5.195 -0.16 -0.56 0.01
H 2.880 -2.414 5.051 -0.55 0.46 -0.06
H 1.784 0.414 2.210 -0.49 -0.26 -0.11
H 3.892 -0.459 5.513 0.35 0.44 -0.14
H 5.698 1.372 5.542 -0.22 -0.67 -0.33
H 6.793 1.988 3.472 0.39 0.47 0.20
H 5.771 1.482 1.264 -0.37 -0.92 1.26
H 3.939 -0.246 1.286 -0.75 -0.33 -1.92



[2]
99
Properties=species:S:1:pos:R:3:forces:R:3 method="wB97M-V/def2-TZVPD" s_squared=0.780 charge=+2 gap_ha="0.206 / 0.211" multiplicity=2
Re 0.384 0.558 -0.002 -0.05 -0.16 -0.14
C -6.543 -0.119 -1.092 0.00 0.00 0.00
C -5.163 0.231 -0.615 0.00 0.00 0.00
C -4.830 1.540 -0.267 0.00 -0.01 0.00
C -3.552 1.851 0.140 0.01 0.01 0.00
C -2.554 0.877 0.233 0.00 0.01 -0.01
N -1.249 1.269 0.652 -0.01 0.03 0.00
C -1.217 2.202 1.732 -0.02 0.00 0.00
C -2.069 2.018 2.819 0.01 0.00 -0.01
C -1.989 2.826 3.937 0.00 0.00 -0.01
C -1.047 3.849 4.019 0.00 0.01 0.00
C -0.929 4.713 5.241 0.00 0.00 0.00
C -0.186 4.023 2.944 0.00 0.00 0.00
C -0.265 3.221 1.815 -0.01 0.01 0.00
N 0.632 3.493 0.744 0.01 -0.01 0.00
C 1.136 4.685 0.376 0.00 0.00 0.00
C 2.038 4.471 -0.644 0.00 -0.01 0.00
C 2.025 3.097 -0.852 0.00 0.00 -0.01
N 1.174 2.505 -0.007 -0.05 0.00 0.05
C -2.872 -0.433 -0.137 -0.02 0.01 0.00
C -4.166 -0.731 -0.556 0.00 0.00 -0.01
N -1.911 -1.484 -0.140 0.00 0.00 0.02
C -2.162 -2.804 -0.280 0.01 0.00 0.10
C -0.998 -3.434 -0.637 0.02 -0.02 -0.03
C -0.049 -2.418 -0.716 0.01 -0.04 0.16
N -0.595 -1.246 -0.391 -0.03 -0.01 -0.13
H -7.294 0.493 -0.595 0.00 0.00 0.00
H -6.775 -1.166 -0.911 0.00 0.00 0.00
H -6.630 0.062 -2.165 0.00 0.00 0.00
H -5.579 2.320 -0.324 0.00 0.00 0.00
H -3.305 2.870 0.406 0.00 0.00 0.00
H -2.801 1.222 2.780 -0.01 0.00 0.00
H -2.666 2.655 4.764 0.00 0.00 0.00
H -1.797 4.604 5.886 0.00 0.00 0.00
H -0.831 5.764 4.971 0.00 0.00 0.00
H -0.044 4.438 5.818 0.00 0.00 0.00
H 0.581 4.786 2.997 0.00 0.00 0.00
H 0.811 5.595 0.850 0.00 0.00 0.00
H 2.618 5.210 -1.167 0.00 0.00 0.00
H 2.579 2.514 -1.570 0.00 -0.01 0.00
H -4.407 -1.735 -0.876 0.01 -0.02 0.00
H -3.143 -3.209 -0.106 -0.02 0.01 0.00
H -0.848 -4.486 -0.802 0.00 0.00 -0.01
H 1.004 -2.483 -0.921 0.05 -0.01 0.00
Se 1.301 0.212 2.207 0.12 0.06 0.09
P 1.559 -2.012 2.636 -0.04 -0.01 -0.03
Se 2.786 -3.121 1.322 -0.05 0.02 -0.08
C -0.117 -2.695 2.804 -0.02 0.13 0.05
C -0.265 -4.080 2.759 0.02 -0.02 -0.04
C -1.497 -4.656 3.031 0.04 0.00 -0.01
C -2.586 -3.856 3.347 -0.03 0.04 -0.01
C -2.444 -2.475 3.387 -0.03 -0.03 -0.04
C -1.214 -1.893 3.119 0.01 0.00 -0.03
C 2.214 -1.896 4.315 0.05 -0.12 0.00
C 1.522 -1.187 5.298 -0.05 0.00 0.01
C 2.004 -1.160 6.594 -0.01 0.02 -0.01
C 3.171 -1.843 6.917 0.01 -0.01 -0.01
C 3.854 -2.554 5.944 0.01 0.01 0.00
C 3.380 -2.584 4.640 0.04 0.08 0.00
H 0.586 -4.703 2.512 0.00 -0.01 0.01
H -1.601 -5.733 3.009 0.00 0.00 0.00
H -3.543 -4.309 3.572 0.00 0.00 0.00
H -3.291 -1.851 3.643 0.00 0.00 0.00
H -1.109 -0.816 3.167 0.02 0.00 -0.01
H 0.603 -0.664 5.062 0.00 0.00 -0.03
H 1.468 -0.610 7.356 0.00 0.00 0.00
H 3.543 -1.822 7.932 0.00 0.00 0.00
H 4.759 -3.090 6.196 0.00 0.00 0.00
H 3.913 -3.136 3.878 -0.02 -0.01 0.00
C -0.965 1.259 -2.943 0.02 0.06 -0.01
O 0.203 0.768 -2.248 0.00 0.04 0.08
C 1.245 0.259 -3.020 0.02 -0.02 0.01
C 1.247 0.211 -4.397 -0.02 -0.02 0.00
C 2.400 -0.245 -5.036 0.03 -0.01 0.02
Br 2.413 -0.321 -6.913 0.00 0.00 0.00
C 3.526 -0.613 -4.327 -0.03 0.02 -0.02
C 3.518 -0.569 -2.932 0.01 -0.01 0.03
C 2.354 -0.162 -2.303 -0.02 -0.01 -0.01
O 2.248 -0.060 -0.917 0.06 0.05 0.06
C 4.755 -0.799 -2.172 -0.01 -0.01 0.00
N 5.927 -0.539 -2.648 0.00 0.00 0.01
C 6.811 -0.763 -1.594 0.00 0.00 -0.02
C 8.199 -0.651 -1.565 0.00 0.00 -0.01
C 8.833 -0.957 -0.379 0.00 -0.01 0.01
C 8.112 -1.364 0.756 0.00 0.00 0.00
C 6.734 -1.468 0.744 0.00 0.00 -0.01
C 6.108 -1.151 -0.454 -0.02 -0.01 0.01
N 4.756 -1.131 -0.815 -0.04 0.04 0.02
H -0.688 2.101 -3.575 0.01 -0.01 -0.01
H -1.667 1.577 -2.178 0.01 0.00 0.00
H -1.398 0.454 -3.536 -0.01 0.00 0.01
H 0.396 0.522 -4.984 0.00 0.00 0.00
H 4.433 -0.916 -4.830 0.00 0.00 0.00
H 3.133 -0.078 -0.480 0.02 -0.01 -0.04
H 8.748 -0.344 -2.444 0.00 0.00 0.00
H 9.910 -0.888 -0.316 0.00 0.00 0.00
H 8.652 -1.600 1.663 0.00 0.00 0.00
H 6.177 -1.780 1.617 0.00 0.00 0.00
H 4.106 -1.792 -0.393 0.00 -0.03 0.00



Number 1: molar mass 1102.2 g mol⁻¹. Number 2: molar mass 1176.9 g mol⁻¹.